(i)
The following is a DFT calculation (the ωB97M-V functional and the def2-TZVPD basis) of C3H10N4 in the gas phase.

LUMO ... 0.96 eV
Multiplicity ... 1
Structure (SMILES) ... CN(C)/C(N)=N/N
E_HOMO ... -7.2 eV

Cartesian coordinates (Å):
C -1.0809 -0.7959 -1.3866
C -1.8234 0.2174 0.9564
N -0.7722 -0.3222 0.1306
C 0.4956 0.1331 0.2217
N 2.6391 0.1343 -0.6324
N 0.9450 0.7559 1.3719
N 1.2402 -0.0603 -0.8254
H 3.0638 0.0766 -1.5527
H 3.0293 -0.6153 -0.0613
H 1.8926 1.0962 1.2723
H 0.2761 1.1233 2.0278
H -1.9882 1.2937 0.8030
H -2.7486 -0.3054 0.7118
H -1.4582 0.0527 -1.9584
H -1.8611 -1.5381 -1.2300
H -0.2450 -1.2951 -1.8631
H -1.6043 0.0490 2.0144

(ii)
The following is a DFT calculation (the ωB97M-V functional and the def2-TZVPD basis) of C3H10N4 as an isolated structure.

LUMO ... -0.10 eV
Multiplicity ... 1
E_HOMO ... -8.6 eV

Cartesian coordinates (Å):
C 0.1914 0.1373 0.3221
C -2.3449 -1.1447 -0.1134
N -0.2877 -0.7592 -0.6222
C 1.7504 -0.0222 -0.0455
N -0.2245 1.5407 0.2849
N 2.3077 1.1517 -0.4367
N 2.4052 -1.1042 0.0586
H -1.5178 -0.5951 -0.8838
H 0.1357 -0.1957 1.3710
H -0.8770 1.7612 1.0261
H -0.6411 1.7579 -0.6139
H 3.3083 1.1593 -0.5479
H 1.8389 1.9955 -0.1428
H 1.7919 -1.8949 0.2264
H -3.1359 -0.3963 -0.1909
H -2.1089 -1.3198 0.9309
H -2.5916 -2.0715 -0.6230

(iii)
The following is a DFT calculation (the ωB97M-V functional and the def2-TZVPD basis) of a 2-piece molecular cluster, C3H10N4 overall.

LUMO (alpha / beta) ... 1.06 / 0.49 eV
Multiplicity ... 1
E_HOMO (alpha / beta) ... -7.9 / -7.1 eV

Cartesian coordinates (Å):
C -1.1927 0.0756 -0.5412
C 1.7989 -0.0037 0.1910
C 1.6117 1.2807 -0.1379
N -0.6856 -1.1029 0.0664
N -1.0734 1.2715 0.2163
N -0.4409 -2.1284 -0.8004
N -1.0284 0.9654 1.5073
H -0.6159 -1.9554 -1.7889
H -0.8147 -3.0127 -0.4782
H -0.5942 0.0655 1.7326
H -0.8561 1.7546 2.1116
H -2.2851 -0.0563 -0.6014
H -0.8334 0.2733 -1.5618
H 1.9939 -0.3108 1.2080
H 1.8552 -0.7870 -0.5494
H 1.6789 2.0762 0.5896
H 1.4817 1.5944 -1.1636

So which one is most stable? That would be (i), about 0.0954 hartree below the next structure.

(i)
The following is a DFT calculation (the ωB97M-V functional and the def2-TZVPD basis) of C10H10N2 as an isolated structure.

LUMO ... 0.79 eV
Multiplicity ... 1
E_HOMO ... -8.4 eV

Cartesian coordinates (Å):
C 0.0779 -2.3789 0.0378
C 2.2122 -1.7503 1.1271
C 2.6891 -0.5872 1.5001
C 0.9697 -0.0475 0.5368
C -0.1601 0.6279 -0.1128
C -0.7053 1.7647 0.5736
C -1.8317 2.4884 0.0101
C -2.2096 2.1425 -1.2235
C -1.6927 1.2005 -1.9476
C -0.6176 0.4485 -1.4108
H -0.7493 -2.0356 0.0414
H 0.1037 -3.3415 0.8357
H 0.4543 -2.7543 -0.8631
H 2.7359 -2.8295 1.2796
H 3.8302 -0.3001 1.8966
H -0.4912 2.0701 1.5960
H -2.1738 3.2495 0.4571
H -3.0401 2.6331 -1.3552
H -2.1335 0.8135 -3.0004
H -0.3035 -0.4654 -1.7251
N 1.0393 -1.4157 0.5508
N 1.9961 0.4674 1.1956

(ii)
The following is a DFT calculation (the ωB97M-V functional and the def2-TZVPD basis) of C10H10N2 in the gas phase.

LUMO ... 0.77 eV
Multiplicity ... 1
Structure (SMILES) ... Cn1ccnc1-c1ccccc1
E_HOMO ... -8.2 eV

Cartesian coordinates (Å):
C -1.6308 1.8772 0.2939
C -3.0461 -0.2448 -0.0823
C -2.8126 -1.4619 -0.2524
C -0.8623 -0.5866 -0.0830
C 0.5883 -0.3022 -0.1043
C 1.3033 -1.4865 0.1882
C 2.7062 -1.4878 0.2041
C 3.3287 -0.1959 -0.0461
C 2.5490 0.9623 -0.3573
C 1.1933 0.8814 -0.3968
H -1.3208 2.4300 -0.3378
H -0.9254 1.9041 0.9612
H -2.6672 2.2289 0.8502
H -4.0462 0.3512 0.0893
H -3.5817 -2.2889 -0.4317
H 0.8598 -2.4435 0.2052
H 3.3115 -2.2680 0.6304
H 4.4607 -0.1204 0.1047
H 3.2162 2.0371 -0.4922
H 0.7449 1.5882 -0.7005
N -1.8805 0.3783 -0.0229
N -1.4883 -1.7520 -0.2198

So which one is most stable? That would be (i), about 0.0025 hartree below the next structure.

(i)
The following is a DFT calculation (the ωB97M-V functional and the def2-TZVPD basis) of a 3-piece molecular cluster, C10H10N2 overall.

LUMO ... 0.13 eV
Multiplicity ... 1
E_HOMO ... -7.5 eV

Cartesian coordinates (Å):
C 0.7345 -2.6431 1.0671
C 0.9050 -1.2063 0.8678
C 1.8861 -0.4715 1.5380
C 1.7858 1.0114 1.6464
C 0.0517 0.9510 -0.0350
C -0.8929 1.7357 -0.8877
C -1.8582 0.9957 -1.6640
C -1.9527 -0.3877 -1.4568
C -1.1370 -1.0468 -0.6357
C -0.0593 -0.4839 0.1114
H 1.9784 -3.0177 1.1640
H -0.1277 -3.2326 -0.0860
H 0.0628 -2.6350 2.4648
H 2.6370 -1.2480 1.8928
H 2.5210 1.4482 2.0956
H 0.0533 3.5605 -0.5370
H -1.1516 3.7966 -1.9778
H -2.3424 1.5317 -2.4139
H -2.5369 -1.1317 -2.0469
H -0.9805 -2.1717 -0.6773
N 0.9627 1.5975 0.7511
N -0.5389 3.0475 -1.1809

(ii)
The following is a DFT calculation (the ωB97M-V functional and the def2-TZVPD basis) of C10H10N2 in the gas phase.

LUMO ... 0.62 eV
Multiplicity ... 1
Structure (SMILES) ... Cn1ccnc1-c1ccccc1
E_HOMO ... -8.1 eV

Cartesian coordinates (Å):
C 0.1056 -1.1121 -2.3962
C 2.3069 0.2254 -2.0674
C 2.8246 0.8928 -0.9366
C 0.8609 0.2463 -0.3003
C -0.3787 0.1027 0.4561
C -0.2066 0.2343 1.9186
C -1.2919 -0.0355 2.7515
C -2.5985 -0.2119 2.2721
C -2.6973 -0.3549 0.8114
C -1.6605 -0.1545 -0.0172
H -0.3156 -1.8977 -1.9266
H 0.6660 -1.6547 -3.1864
H -0.7944 -0.5452 -2.9690
H 2.6798 -0.1401 -2.9271
H 3.6856 1.2373 -0.9520
H 0.6581 0.4131 2.0591
H -1.1080 0.2818 3.7745
H -3.4866 -0.4663 2.9256
H -3.8375 -0.6754 0.2797
H -2.0373 -0.1137 -1.1054
N 0.9881 -0.1672 -1.6356
N 1.9124 0.8192 0.0751

So which one is most stable? That would be (ii), about 0.1074 hartree below the next structure.

(i)
The following is a DFT calculation (the ωB97M-V functional and the def2-TZVPD basis) of a 3-piece molecular cluster, CH8O2S overall.

LUMO ... 0.47 eV
Multiplicity ... 1
Structure (SMILES) ... CS.O.O
E_HOMO ... -9.5 eV

Cartesian coordinates (Å):
C 0.6218 0.2152 -1.3451
S 0.1422 1.8051 -0.7506
H 0.8899 0.4138 -2.3716
H 1.4819 -0.4240 -1.1294
H -0.2055 -0.6026 -1.1557
H -1.0003 2.1439 -1.4989
H 1.9829 -0.3498 0.8476
H 0.8202 -1.3645 1.2452
O 1.5815 -1.0187 1.4498
H -1.4459 -0.1454 1.8827
H -2.6353 0.0217 1.2665
O -2.2334 -0.6947 1.5593

(ii)
The following is a DFT calculation (the ωB97M-V functional and the def2-TZVPD basis) of a 3-piece molecular cluster, CH8O2S overall.

LUMO ... 0.49 eV
Multiplicity ... 1
Structure (SMILES) ... CS.O.O
E_HOMO ... -9.0 eV

Cartesian coordinates (Å):
C -0.0934 -0.0355 -1.5195
S -1.6918 -0.7696 -1.0815
H -0.2051 1.0279 -1.4092
H 0.6689 -0.5861 -0.9834
H 0.2662 -0.1933 -2.5467
H -1.2849 -1.1779 0.1154
H 2.2192 -0.0929 1.6515
H 0.9928 -0.5043 2.5118
O 1.8599 -0.1027 2.5389
H 0.2574 1.9383 0.3213
H 1.5218 1.8218 1.1086
O 0.9602 1.3092 0.5185

So which one is most stable? That would be (ii), about 0.0469 hartree below the next structure.

(i)
The following is a DFT calculation (the ωB97M-V functional and the def2-TZVPD basis) of a 2-piece molecular cluster, C2H9N3 overall.

LUMO ... 1.19 eV
Multiplicity ... 1
Structure (SMILES) ... C=N.NCN
E_HOMO ... -8.7 eV

Cartesian coordinates (Å):
C -1.8006 2.8664 -0.3900
N -1.7585 2.0117 0.5382
H -1.0938 2.7604 -1.2204
H -2.4830 3.7029 -0.5175
H -2.4460 2.2217 1.2756
N 1.7061 -2.1295 0.9303
C 1.5075 -1.5589 -0.3876
N 0.2804 -0.7701 -0.5714
H 1.9119 -1.3903 1.5905
H 0.8719 -2.5993 1.2612
H 2.3676 -0.9052 -0.5777
H 1.5003 -2.3614 -1.1344
H -0.4015 -1.2852 -1.1147
H -0.1622 -0.5633 0.3177

(ii)
The following is a DFT calculation (the ωB97M-V functional and the def2-TZVPD basis) of C2H9N3 in the gas phase.

LUMO ... 1.24 eV
Multiplicity ... 1
Structure (SMILES) ... CNNCN
E_HOMO ... -8.2 eV

Cartesian coordinates (Å):
C -0.0021 -0.8158 0.6511
C -1.0074 1.2548 -1.1700
N 0.8451 0.1448 -0.0084
N 0.1716 0.4069 -1.3330
N 0.9152 -1.3460 1.6954
H 1.7206 -0.3580 -0.1821
H 0.8367 0.9008 -1.9362
H 1.2269 -0.5737 2.2783
H 0.4735 -2.0596 2.2710
H -0.3399 -1.6459 0.0259
H -0.8490 -0.3345 1.1476
H -1.3317 1.6208 -2.1500
H -1.8420 0.6800 -0.7555
H -0.8174 2.1254 -0.5340

So which one is most stable? That would be (i), about 0.0172 hartree below the next structure.

(i)
The following is a DFT calculation (the ωB97M-V functional and the def2-TZVPD basis) of a 2-piece molecular cluster, C2H4N2O overall.

LUMO (alpha / beta) ... -1.22 / -0.67 eV
Multiplicity ... 1
E_HOMO (alpha / beta) ... -8.0 / -10.1 eV

Cartesian coordinates (Å):
C 1.8025 0.6478 -0.0282
C 0.4116 0.4091 -0.2839
N 2.9548 0.8121 0.0697
N -0.5848 0.9681 0.3963
O 0.3588 -2.0645 0.0769
H 0.0858 0.0227 -1.2710
H -1.5629 0.5708 0.2039
H -0.1780 1.4201 1.1639
H 1.1817 -2.5414 -0.3188

(ii)
The following is a DFT calculation (the ωB97M-V functional and the def2-TZVPD basis) of C2H4N2O in the gas phase.

LUMO ... 0.91 eV
Multiplicity ... 1
Structure (SMILES) ... C=NNC=O
E_HOMO ... -9.7 eV

Cartesian coordinates (Å):
C 1.4600 -0.3539 0.0523
C -1.2777 -0.1593 -0.1716
H 2.4751 -0.4695 -0.2991
H 1.0790 -1.1648 0.8273
H -0.7763 1.7316 0.1729
H -0.8822 -1.0615 -0.4776
N 0.8412 0.6931 -0.2690
N -0.4261 0.8226 0.1839
O -2.4928 -0.0383 -0.0190

So which one is most stable? That would be (ii), about 0.0847 hartree below the next structure.